Formula: C28H24BrClInO6S2
Source: the Open Molecules 2025 dataset
Level of theory: ωB97M-V/def2-TZVPD

Last column: Löwdin charge in e.
Cartesian coordinates (Å):
In: -0.85 1.28 -0.88  0.5106
O: -2.38 4.30 -1.69  -0.3207
Cl: -3.03 3.06 -1.99  0.6741
O: -4.24 3.27 -2.72  -0.3136
O: -3.29 2.32 -0.75  -0.3919
O: -2.10 2.20 -2.76  -0.4168
Br: 1.14 0.75 -2.51  0.0685
C: -3.12 -9.57 -2.71  -0.0858
C: -2.85 -8.09 -2.52  -0.7557
O: -1.80 -7.66 -2.13  0.0374
S: -4.26 -7.08 -2.95  0.9990
C: -3.69 -5.46 -2.50  -0.5556
C: -4.09 -4.91 -1.29  -0.0994
C: -3.65 -3.65 -0.93  -0.0265
C: -2.80 -2.92 -1.77  -0.2389
C: -2.42 -3.48 -2.99  -0.0156
C: -2.86 -4.74 -3.35  -0.0907
C: -2.33 -1.62 -1.39  -0.1065
C: -1.92 -0.53 -1.05  -0.0615
H: -2.25 -10.03 -3.19  0.0831
H: -4.02 -9.75 -3.30  0.0577
H: -3.25 -10.01 -1.73  0.0858
H: -4.74 -5.47 -0.64  0.1004
H: -3.96 -3.20 0.01  0.1165
H: -1.77 -2.91 -3.64  0.1226
H: -2.56 -5.17 -4.30  0.1073
C: 5.83 3.55 1.04  -0.0527
C: 4.82 2.44 0.97  -0.2693
C: 4.96 1.39 0.08  -0.0389
C: 3.99 0.40 -0.03  -0.0891
C: 2.88 0.47 0.79  -0.4092
C: 2.71 1.51 1.70  -0.0548
C: 3.68 2.49 1.78  -0.0291
S: 1.57 -0.73 0.60  0.8928
C: 1.94 -1.73 2.04  -0.2347
O: 0.30 -0.01 0.99  -0.5840
H: 6.71 3.32 0.43  0.0705
H: 6.15 3.73 2.06  0.0772
H: 5.40 4.49 0.66  0.0812
H: 5.83 1.35 -0.57  0.1089
H: 4.08 -0.39 -0.77  0.1090
H: 1.81 1.56 2.30  0.1137
H: 3.54 3.31 2.47  0.1164
H: 1.90 -1.09 2.92  0.0591
H: 2.93 -2.17 1.93  0.0565
H: 1.18 -2.50 2.10  0.0528
C: -0.70 3.92 4.19  -0.1013
C: -1.34 2.81 3.60  -0.0840
C: -1.15 2.52 2.28  -0.0441
C: -0.30 3.32 1.46  -0.1931
C: -0.07 3.01 0.09  -0.1970
C: 0.75 3.83 -0.64  -0.1306
C: 1.37 4.96 -0.06  -0.0770
C: 1.17 5.26 1.26  -0.0573
C: 0.33 4.44 2.05  -0.1796
C: 0.11 4.72 3.43  -0.0549
H: -0.85 4.15 5.23  0.0919
H: -1.99 2.18 4.20  0.0978
H: -1.64 1.66 1.84  0.0980
H: 0.95 3.61 -1.68  0.0674
H: 2.01 5.59 -0.67  0.0986
H: 1.64 6.13 1.71  0.1029
H: 0.60 5.58 3.87  0.1024

As for the total charge: -1. The orbital gap is 7.72 eV. As for the energy: -151114.9215 eV. Its LUMO energy is 2.1 eV.